Model P:
This record from the OMol25 dataset describes the molecule C6H8. The level of theory is ωB97M-V/def2-TZVPD.

CARTESIAN COORDINATES (ANGSTROEM)
H -1.161 0.608 -3.914
H -1.320 -2.108 0.136
C -0.366 -0.321 -0.413
H 1.281 1.738 1.618
H 0.770 1.329 -0.728
H -1.651 -0.782 1.350
H 0.960 0.298 2.219
H -0.038 -1.620 1.184
C -0.964 -1.219 0.621
C 1.308 0.826 1.327
C 0.486 0.580 0.028
C -0.725 -0.113 -1.827
H 2.408 0.594 1.378
C -0.989 0.190 -2.978

Summary:
LUMO level (eV): 0.959
Charge: 0
SMILES: C#C/C(C)=C/C
HOMO-LUMO gap (eV): 9.80


Model Q:
This record from the OMol25 dataset describes the molecule C6H8. The level of theory is ωB97M-V/def2-TZVPD.

CARTESIAN COORDINATES (ANGSTROEM)
H 3.360 1.478 -0.425
H -2.494 0.455 -1.089
C -2.293 -0.076 -0.126
C -0.817 0.006 0.124
H -3.093 0.411 0.628
H -2.711 -1.125 0.051
C 1.414 -1.387 0.112
C 2.484 -0.305 -0.102
C 2.477 0.968 -0.078
H 1.643 1.672 0.188
H 1.261 -1.971 -0.762
H -0.349 0.855 -0.198
C -0.041 -1.027 0.220
H 1.785 -1.798 1.086

Summary:
LUMO level (spin up / spin down) (eV): -0.185 / -0.310
Charge: 0
HOMO-LUMO gap (spin up / spin down) (eV): 8.71 / 8.40


Most stable structure, least stable structure: model P, model Q.


Model P:
This record from the OMol25 dataset describes the molecule C6H8. The level of theory is ωB97M-V/def2-TZVPD.

CARTESIAN COORDINATES (ANGSTROEM)
H -2.376 -0.318 0.792
C -0.907 0.783 -0.455
H -1.433 0.890 -1.410
C -1.339 -0.375 0.453
H 0.640 -1.650 -0.686
H -1.071 1.704 0.121
H 1.225 1.409 -0.894
C 1.200 -0.743 -0.475
H 1.812 0.277 1.432
H -1.248 -1.348 -0.064
C 0.604 0.605 -0.508
C -0.297 -0.389 1.549
H 2.256 -0.819 -0.721
C 0.936 -0.027 0.867

Summary:
LUMO level (eV): 0.247
Charge: 0
HOMO-LUMO gap (eV): 8.35


Model Q:
This record from the OMol25 dataset describes the molecule C6H8. The level of theory is ωB97M-V/def2-TZVPD.

CARTESIAN COORDINATES (ANGSTROEM)
H -0.246 1.185 -2.153
H 1.046 1.772 0.221
H -1.075 -1.239 2.182
C -0.064 -0.165 -0.477
C 0.873 -1.193 -0.863
C -0.534 1.030 -1.125
H 1.388 -1.533 0.180
H 1.608 -0.920 -1.662
H -1.592 1.308 -0.985
C -0.844 -0.187 2.106
H -0.828 0.594 2.832
H 0.485 -2.075 -1.311
C -0.412 0.221 0.933
C 0.195 1.201 0.123

Summary:
LUMO level (eV): 1.083
Charge: 0
SMILES: C=C1[C@@H]2C[C@]12C
HOMO-LUMO gap (eV): 9.33


Model R:
This record from the OMol25 dataset describes the molecule C6H8. The level of theory is ωB97M-V/def2-TZVPD.

CARTESIAN COORDINATES (ANGSTROEM)
H -0.774 -1.496 1.671
H -0.108 2.023 1.362
C -0.633 1.405 0.620
C -0.047 -0.326 -1.796
H 1.013 -1.767 1.180
H -0.613 0.502 -2.086
C -0.208 -1.080 -0.468
H -1.595 1.062 1.090
C 0.977 -0.204 -0.758
H 2.119 -0.565 -0.694
H 0.117 -1.070 -2.573
C 0.119 -1.277 0.920
C 0.166 0.141 0.394
H -0.701 1.889 -0.299

Summary:
LUMO level (eV): 1.076
Charge: 0
SMILES: C[C@@]12C[C@]13C[C@H]32
HOMO-LUMO gap (eV): 9.61


Most stable structure, least stable structure: model Q, model R.